1.
A cluster of 7 separate species, H13O6S in total in a non-equilibrium geometry, computed with the ωB97M-V functional and the def2-TZVPD basis.

Cartesian coordinates (Å):
S -2.334 -0.660 -1.192
H -3.017 0.395 -1.436
H -1.190 -1.009 0.816
H -0.195 -1.770 1.662
O -0.908 -1.130 1.722
H 1.139 1.220 -0.362
H 0.431 1.155 1.061
O 1.368 1.012 0.543
H 2.623 -1.801 0.776
H 2.061 -0.445 1.161
O 2.593 -1.165 1.613
H -0.071 1.317 -3.182
H -0.564 1.224 -1.805
O 0.061 1.756 -2.309
H -1.529 1.544 0.778
H -1.165 0.898 2.050
O -1.109 1.741 1.629
H -0.100 -1.812 -1.322
H 1.081 -0.766 -1.252
O 0.825 -1.704 -0.951

Properties
Energy relative to the best compared isomer or geometry (same formula, charge and spin)   19.1 kcal/mol
HOMO energy   -4.506 eV
Molecular weight   141.16 g mol⁻¹
Charge   -1
Gap between HOMO and LUMO   7.93 eV

natural (NBO) population analysis, charges in e, atoms 1 to 5: -1.04, 0.10, 0.50, 0.48, -1.00



2.
A cluster of 7 separate species, H13O6S in total in a non-equilibrium geometry, computed with the ωB97M-V functional and the def2-TZVPD basis.

Cartesian coordinates (Å):
S 2.588 1.706 -0.811
H 3.243 2.872 -0.655
H 1.657 -0.218 0.369
H 2.238 -1.605 0.141
O 1.547 -1.147 0.625
H 0.060 -1.043 1.891
H -0.318 0.372 2.365
O -0.475 -0.552 2.533
H -0.295 -2.215 0.293
H -0.460 -2.648 -1.168
O -0.849 -2.743 -0.306
H -2.919 0.204 -1.205
H -2.658 -0.314 0.269
O -3.302 0.003 -0.375
H 0.778 2.045 0.373
H -0.769 1.884 0.208
O -0.076 1.902 0.861
H 0.666 0.948 -1.891
H -0.603 0.215 -1.370
O -0.052 0.335 -2.145

Properties
Energy relative to the best compared isomer or geometry (same formula, charge and spin)   13.3 kcal/mol
HOMO energy   -4.477 eV
Molecular weight   141.16 g mol⁻¹
Charge   -1
Gap between HOMO and LUMO   7.86 eV

natural (NBO) population analysis, charges in e, atoms 1 to 5: -1.02, 0.13, 0.52, 0.48, -1.00



3.
A structure of composition H13O7Y in a non-equilibrium geometry, computed with the ωB97M-V functional and the def2-TZVPD basis.

Cartesian coordinates (Å):
Y -12.307 15.403 8.466
O -13.302 13.512 7.623
H -14.147 13.638 7.150
O -11.432 13.714 9.921
H -11.986 13.303 10.584
H -10.785 13.043 9.700
O -13.766 10.873 7.560
H -13.596 11.813 7.504
H -13.170 10.482 6.922
O -13.824 13.842 4.760
H -14.688 13.532 5.030
H -13.275 13.730 5.536
O -14.051 16.015 6.831
H -14.087 16.829 6.328
H -14.904 15.605 6.686
O -16.239 14.449 6.956
H -16.306 14.220 7.883
H -16.348 13.618 6.495
O -15.529 12.722 9.469
H -14.827 13.339 9.675
H -15.099 12.028 8.968

Properties
Energy relative to the best compared isomer or geometry (same formula, charge and spin)   0.0 kcal/mol
HOMO energy (spin up / spin down)   -22.623 / -21.502 eV
2S+1   2
Molecular weight   214.00 g mol⁻¹
Charge   +3
Gap between HOMO and LUMO (spin up / spin down)   8.11 / 3.67 eV

natural (NBO) population analysis, charges in e, atoms 1 to 5: 2.65, -1.28, 0.49, -1.04, 0.55



4.
A cluster of 8 separate species, H14IO7 in total in a non-equilibrium geometry, computed with the ωB97M-V functional and the def2-TZVPD basis.

Cartesian coordinates (Å):
I -0.103 0.027 -0.165
O 1.261 -2.767 1.769
H 0.718 -3.520 1.501
H 0.875 -2.020 1.245
O 0.617 -1.642 -3.195
H 1.314 -1.544 -3.859
H 0.545 -0.780 -2.821
O -1.751 1.936 2.323
H -1.683 1.079 1.948
H -1.094 2.382 1.801
O 1.858 1.703 2.114
H 1.372 1.032 1.575
H 1.400 1.595 2.937
O 1.687 2.989 -1.314
H 1.437 2.075 -1.331
H 2.456 3.003 -0.750
O -1.582 -2.965 1.352
H -1.577 -2.043 1.048
H -1.102 -2.864 2.179
O -2.579 0.905 -2.843
H -2.074 1.049 -2.050
H -1.992 0.379 -3.457

Properties
Energy relative to the best compared isomer or geometry (same formula, charge and spin)   8.5 kcal/mol
HOMO energy   -5.609 eV
Molecular weight   253.01 g mol⁻¹
Charge   -1
Gap between HOMO and LUMO   8.61 eV

natural (NBO) population analysis, charges in e, atoms 1 to 5: -0.92, -0.98, 0.47, 0.49, -0.94



5.
A structure of composition H14In2Li2O15P2 in a non-equilibrium geometry, computed with the ωB97M-V functional and the def2-TZVPD basis.

Cartesian coordinates (Å):
Li 0.885 -1.261 -2.809
Li 2.186 0.179 -0.651
In -3.693 -1.000 1.023
In 0.607 -3.403 0.878
P -0.631 -0.316 -0.456
O -2.065 -0.124 -0.981
O -0.830 -0.711 1.005
O 0.388 0.863 -0.553
O 0.017 -1.529 -1.147
P 3.250 -1.939 -1.064
O 2.640 -1.466 0.238
O 2.829 -3.447 -1.101
O 4.787 -1.912 -0.733
O 2.696 -1.030 -2.173
O -2.479 -1.066 -3.292
H -1.779 -1.700 -3.447
H -2.320 -0.746 -2.404
O 0.279 0.822 2.535
H -0.008 0.272 1.806
H 0.367 1.696 2.155
O 1.159 -1.816 3.412
H 0.774 -0.958 3.232
H 1.381 -1.789 4.343
O -2.611 2.396 -1.840
H -1.862 2.401 -2.436
H -2.547 1.559 -1.381
O 0.279 3.180 0.701
H 0.329 2.408 0.137
H 1.134 3.601 0.606
O 0.061 2.253 -2.648
H 0.831 2.815 -2.559
H 0.081 1.694 -1.871
O -2.394 0.044 3.654
H -2.182 -0.327 4.510
H -1.557 0.359 3.315

Properties
HOMO energy   -17.049 eV
Molecular weight   559.56 g mol⁻¹
Charge   +2
Gap between HOMO and LUMO   3.21 eV

natural (NBO) population analysis, charges in e, atoms 1 to 5: 0.96, 0.94, 1.01, 1.09, 2.52



6.
A structure of composition H14Li3O15S2 in a non-equilibrium geometry, computed with the ωB97M-V functional and the def2-TZVPD basis.

Cartesian coordinates (Å):
Li -0.221 -1.534 -2.735
Li 2.217 -1.932 0.028
Li -0.905 -2.527 1.806
S 0.213 0.025 0.091
O -0.252 1.409 0.274
O 0.036 -0.345 -1.316
O 1.649 -0.194 0.372
O -0.566 -0.879 0.935
S -0.115 -3.858 -0.992
O -0.720 -3.742 0.354
O -0.051 -5.255 -1.384
O -1.003 -3.176 -1.988
O 1.218 -3.211 -1.049
O 2.851 0.818 -2.042
H 2.369 1.660 -2.051
H 2.608 0.415 -1.192
O -2.973 -1.751 -0.318
H -2.403 -1.097 0.086
H -2.406 -2.215 -0.964
O 0.307 3.984 1.976
H 1.190 3.890 1.604
H -0.176 3.219 1.635
O 1.046 3.167 -1.339
H 0.510 3.338 -2.121
H 0.546 2.478 -0.838
O 2.951 0.111 2.690
H 2.585 0.795 3.259
H 2.279 -0.022 2.000
O -1.750 1.288 2.662
H -1.898 0.434 3.073
H -1.307 1.083 1.815
O -2.817 1.539 -1.514
H -1.930 1.460 -1.140
H -3.085 0.626 -1.679

Properties
Energy relative to the best compared isomer or geometry (same formula, charge and spin)   0.0 kcal/mol
HOMO energy   -6.278 eV
Molecular weight   339.05 g mol⁻¹
Charge   -1
Gap between HOMO and LUMO   7.84 eV

natural (NBO) population analysis, charges in e, atoms 1 to 5: 0.96, 0.95, 0.96, 2.65, -1.06



7.
A cluster of 8 separate species, H14NO10 in total in a non-equilibrium geometry, computed with the ωB97M-V functional and the def2-TZVPD basis.

Cartesian coordinates (Å):
N -0.014 -0.555 -0.080
O 1.023 -0.932 0.511
O 0.055 -0.149 -1.240
O -0.901 -0.136 0.690
O -0.354 2.648 1.213
H -0.937 1.769 1.155
H 0.496 2.382 1.637
O -3.414 -0.917 1.431
H -2.662 -0.580 0.920
H -3.298 -0.418 2.269
O -2.346 -0.969 -2.540
H -1.736 -0.542 -1.984
H -1.697 -1.619 -3.054
O 2.561 -1.032 -1.838
H 1.932 -0.955 -1.143
H 2.483 -0.315 -2.336
O 0.024 -1.396 3.167
H 0.238 -1.276 2.212
H -0.201 -0.420 3.251
O 2.949 0.568 1.670
H 3.862 0.192 1.437
H 2.342 -0.036 1.228
O -0.136 1.590 -3.256
H -0.072 2.273 -2.562
H -0.197 0.823 -2.751

Properties
Energy relative to the best compared isomer or geometry (same formula, charge and spin)   40.5 kcal/mol
HOMO energy   -7.495 eV
Molecular weight   188.11 g mol⁻¹
Charge   -1
Gap between HOMO and LUMO   10.32 eV

natural (NBO) population analysis, charges in e, atoms 1 to 5: 0.74, -0.56, -0.52, -0.56, -0.98



8.
A cluster of 6 separate species, H14NO5 in total in a non-equilibrium geometry, computed with the ωB97M-V functional and the def2-TZVPD basis.

Cartesian coordinates (Å):
N -1.136 -0.672 -0.117
H -0.271 -0.300 0.258
H -1.654 -1.329 0.468
H -1.803 0.092 -0.281
H -0.879 -1.317 -0.862
H 4.756 0.092 -0.701
H 4.577 0.813 -2.052
O 4.157 0.659 -1.199
H 1.148 0.638 2.070
H 1.241 1.862 1.251
O 0.696 1.070 1.332
H -1.827 -1.718 2.611
H -3.317 -1.769 3.044
O -2.624 -1.193 2.707
H 1.820 -1.509 -1.383
H 1.630 -0.011 -1.156
O 1.171 -0.856 -1.101
H -2.376 2.481 -1.240
H -2.744 1.421 -2.293
O -2.566 1.546 -1.355

Properties
Energy relative to the best compared isomer or geometry (same formula, charge and spin)   27.3 kcal/mol
HOMO energy   -14.747 eV
Molecular weight   108.11 g mol⁻¹
Charge   +1
Gap between HOMO and LUMO   11.81 eV

natural (NBO) population analysis, charges in e, atoms 1 to 5: -0.89, 0.48, 0.43, 0.48, 0.45



9.
A cluster of 6 separate species, H14NO5 in total in a non-equilibrium geometry, computed with the ωB97M-V functional and the def2-TZVPD basis.

Cartesian coordinates (Å):
N -0.527 0.113 1.714
H -0.845 -0.225 2.619
H -1.171 0.505 1.014
H -0.017 -0.742 1.405
H 0.193 0.834 1.787
H -1.099 -2.165 -0.233
H 0.450 -2.367 -0.368
O -0.285 -2.350 0.245
H -2.260 0.278 -1.273
H -3.295 0.089 -0.207
O -2.342 0.180 -0.314
H 2.892 -0.202 1.353
H 2.619 1.184 1.035
O 2.138 0.404 1.377
H -2.256 -1.616 -3.287
H -1.091 -0.735 -3.415
O -1.462 -1.369 -2.787
H 2.742 3.150 -0.935
H 2.057 3.490 0.461
O 2.571 2.841 -0.041

Properties
Energy relative to the best compared isomer or geometry (same formula, charge and spin)   23.7 kcal/mol
HOMO energy   -15.058 eV
Molecular weight   108.11 g mol⁻¹
Charge   +1
Gap between HOMO and LUMO   12.10 eV

natural (NBO) population analysis, charges in e, atoms 1 to 5: -0.90, 0.44, 0.47, 0.48, 0.45



10.
A cluster of 6 separate species, H14NO5 in total in a non-equilibrium geometry, computed with the ωB97M-V functional and the def2-TZVPD basis.

Cartesian coordinates (Å):
N 0.597 -1.002 0.153
H 1.238 -1.477 -0.485
H 1.131 -0.234 0.577
H -0.140 -0.685 -0.480
H 0.246 -1.604 0.889
H -4.555 3.326 -0.461
H -4.539 3.036 -1.919
O -4.141 2.726 -1.097
H 0.697 -1.114 -3.580
H -0.381 -0.053 -3.630
O 0.215 -0.505 -3.006
H 1.399 0.280 3.346
H 0.087 0.488 2.634
O 1.034 0.388 2.459
H -1.332 1.470 1.569
H -2.470 0.665 1.037
O -1.539 0.569 1.287
H 4.033 -1.593 -0.378
H 4.593 -2.616 0.650
O 3.826 -2.067 0.436

Properties
Energy relative to the best compared isomer or geometry (same formula, charge and spin)   28.0 kcal/mol
HOMO energy   -14.159 eV
Molecular weight   108.11 g mol⁻¹
Charge   +1
Gap between HOMO and LUMO   11.20 eV

natural (NBO) population analysis, charges in e, atoms 1 to 5: -0.86, 0.44, 0.48, 0.47, 0.45



11.
A cluster of 6 separate species, H14NO5 in total in a non-equilibrium geometry, computed with the ωB97M-V functional and the def2-TZVPD basis.

Cartesian coordinates (Å):
N -0.470 -1.061 -0.350
H -0.501 -1.642 -1.201
H -1.327 -0.448 -0.408
H -0.435 -1.745 0.404
H 0.325 -0.405 -0.276
H 2.008 3.563 -2.009
H 0.640 3.132 -2.464
O 1.365 2.842 -1.902
H -2.111 -3.939 -1.574
H -1.127 -3.570 -2.543
O -1.587 -3.151 -1.797
H -2.223 1.334 0.555
H -3.053 1.346 -0.829
O -2.608 0.806 -0.147
H 2.731 0.874 0.365
H 1.661 1.624 -0.578
O 1.826 0.866 0.023
H 2.165 0.325 5.297
H 0.906 -0.519 4.874
O 1.815 -0.230 4.559

Properties
Energy relative to the best compared isomer or geometry (same formula, charge and spin)   0.3 kcal/mol
HOMO energy (spin up / spin down)   -17.972 / -17.847 eV
2S+1   2
Molecular weight   108.11 g mol⁻¹
Charge   +2
Gap between HOMO and LUMO (spin up / spin down)   11.29 / 2.91 eV

natural (NBO) population analysis, charges in e, atoms 1 to 5: -0.91, 0.48, 0.48, 0.44, 0.45



12.
A structure of composition H14NaO7 in a non-equilibrium geometry, computed with the ωB97M-V functional and the def2-TZVPD basis.

Cartesian coordinates (Å):
Na 0.377 0.088 -0.192
O 1.807 0.263 1.165
H 2.536 0.624 0.659
H 1.982 -0.677 1.199
O -0.269 -0.755 1.313
H 0.105 -0.133 1.937
H 0.126 -1.595 1.545
O 0.861 1.567 -0.822
H 1.809 1.467 -0.736
H 0.724 2.512 -0.885
O -0.811 0.096 -2.086
H -1.211 -0.474 -1.430
H -1.399 0.850 -2.139
O -1.710 -0.514 -0.201
H -2.062 -1.309 -0.601
H -1.516 -0.765 0.702
O -0.791 1.236 0.536
H -1.142 1.314 1.423
H -0.587 2.135 0.278
O 0.598 -1.645 -0.547
H -0.097 -1.916 0.053
H 0.672 -2.368 -1.170

Properties
Energy relative to the best compared isomer or geometry (same formula, charge and spin)   254.9 kcal/mol
HOMO energy   -13.723 eV
Molecular weight   149.10 g mol⁻¹
Charge   +1
Gap between HOMO and LUMO   10.00 eV

natural (NBO) population analysis, charges in e, atoms 1 to 5: 0.85, -0.95, 0.48, 0.49, -0.95